Version A
Here is one molecule with the formula CH3F2N2P from the OMol25 dataset. Energies are from ωB97M-V/def2-TZVPD.

```
9
CH3F2N2P, DFT ωB97M-V/def2-TZVPD
H 0.6827 0.6874 1.9072
N 0.5945 0.1868 1.0433
C -0.5573 -0.0946 0.6472
P -0.6458 -1.1156 -0.8366
N -0.0203 -0.8124 -2.8779
F -0.4511 -2.6296 -0.3394
F -2.2194 -1.1288 -0.9116
H -1.5268 0.4181 0.9959
H 0.9696 -0.8966 -2.9557
```

As for the HOMO energy (alpha / beta): -8.8 / -8.8 eV. As for the frontier orbital gap (alpha / beta): 8.09 / 8.09 eV. Its net charge is 0.

Version B
Here is one molecule with the formula CH3F2N2P from the OMol25 dataset. Energies are from ωB97M-V/def2-TZVPD.

```
9
CH3F2N2P, DFT ωB97M-V/def2-TZVPD
H 0.8345 0.7803 2.7860
N 0.6597 0.5968 1.7399
C -0.4175 0.3614 1.1451
P -0.2762 -0.2031 -0.7153
N 1.0740 -0.4283 -2.4303
F -0.4196 -1.7208 -0.2929
F -1.8749 -0.0273 -1.1333
H -1.5086 0.4268 1.3430
H 1.9286 0.2143 -2.4422
```

As for the HOMO energy (alpha / beta): -9.0 / -8.9 eV. As for the frontier orbital gap (alpha / beta): 7.99 / 7.95 eV. Its net charge is 0.

Most favorable first, least favorable last: version A, version B

Version A
Here is one molecule with the formula C3H7ClO from the OMol25 dataset. Energies are from ωB97M-V/def2-TZVPD.

```
12
C3H7ClO, DFT ωB97M-V/def2-TZVPD
C 1.7016 -0.9666 0.3309
O 1.4152 0.0995 -0.6121
C 0.6184 1.1320 -0.1820
C -0.5899 0.7263 0.6310
Cl -1.6353 -0.4633 -0.1725
H 1.3389 -1.9138 -0.1046
H 2.7952 -1.1343 0.3123
H 1.5003 -0.7078 1.2619
H 0.4689 1.8133 -1.0439
H 1.2452 1.7305 0.4311
H -0.0532 0.3022 1.5186
H -1.1970 1.6400 0.7738
```

As for the HOMO energy: -9.8 eV. As for the frontier orbital gap: 10.70 eV. Its net charge is 0.

Version B
Here is C3H7ClO as an isolated structure from the OMol25 dataset. Energies are from ωB97M-V/def2-TZVPD.

```
12
C3H7ClO, DFT ωB97M-V/def2-TZVPD
C 0.6739 1.2766 0.0750
C 0.1749 -0.0829 -0.4434
C -0.8885 -0.6134 0.6039
H -0.3476 1.8739 -0.2464
H 1.2075 1.3937 1.1496
H 1.3156 1.4765 -0.8834
H -0.1031 -0.0522 -1.4346
H 0.7309 -2.1524 -0.3998
H -0.8644 -1.8565 0.6585
H -0.8693 -0.3081 1.6360
O 1.1833 -0.9674 -0.3817
Cl -2.2133 0.0121 -0.3336
```

As for the HOMO energy: -9.9 eV. As for the frontier orbital gap: 10.23 eV. Its net charge is 0.

Most favorable first, least favorable last: version A, version B

Version A
Here is one molecule with the formula C3H9N5 from the OMol25 dataset. Energies are from ωB97M-V/def2-TZVPD.

```
17
C3H9N5, DFT ωB97M-V/def2-TZVPD
C -1.6165 1.7297 -0.0679
C -1.2745 0.1883 -0.1570
N -2.2567 -0.6083 -0.2693
N -1.8314 -1.8907 0.1424
N 0.0556 -0.3453 0.1928
C 1.0407 0.5985 0.1842
N 2.3908 0.3923 -0.2343
N 2.8448 -1.0011 -0.1919
H -2.7506 1.9211 -0.1385
H -1.3622 1.8623 1.1195
H -1.1931 2.3055 -0.7665
H -2.3187 -2.6426 -0.4821
H -0.8243 -2.1776 0.2688
H 0.8157 1.6190 -0.0262
H 3.1952 0.9940 0.3289
H 2.3145 -1.5691 -0.7438
H 2.7708 -1.3762 0.8412
```

As for the HOMO energy: -8.1 eV. As for the frontier orbital gap: 8.46 eV. Its net charge is 0.

Version B
Here is one molecule with the formula C3H9N5 from the OMol25 dataset. Energies are from ωB97M-V/def2-TZVPD.

```
17
C3H9N5, DFT ωB97M-V/def2-TZVPD
C 1.6539 1.4802 1.1741
N 1.3902 0.1941 0.4619
N 1.7277 0.0662 -0.8868
C 0.8221 -0.2992 -1.7211
N -0.5801 -0.2280 -1.5052
N -0.9849 0.0402 -0.2115
C -2.1202 -0.6882 0.2944
N 0.1283 -0.3256 0.8035
H 1.0793 1.4247 2.1723
H 2.7133 1.6126 1.3412
H 1.2380 2.3674 0.7239
H 1.0286 -0.5559 -2.8010
H -1.1209 -1.0081 -1.9956
H -2.9906 -0.1592 0.0486
H -2.1858 -1.6993 0.0106
H -1.9498 -0.8347 1.3100
H 0.1508 -1.3871 0.7806
```

As for the HOMO energy: -8.2 eV. As for the frontier orbital gap: 9.06 eV. Its net charge is 0.

Most favorable first, least favorable last: version A, version B

Version A
Here is a 2-piece molecular cluster, C13H21N2 overall from the OMol25 dataset. Energies are from ωB97M-V/def2-TZVPD.

```
36
C13H21N2, DFT ωB97M-V/def2-TZVPD
C 4.4918 0.1890 -0.0994
C 3.9607 -0.8936 -0.8031
C 3.6544 1.0472 0.5604
C 2.6233 -1.0824 -0.8816
C 2.2666 0.9467 0.4514
C 1.7119 -0.1751 -0.2712
C 1.3585 1.9949 0.9485
C 0.0313 2.0098 0.1224
C 0.3140 -0.3091 -0.3592
C -0.1037 -2.4277 0.8283
C -3.5356 -0.6897 0.6085
C -3.6355 1.2517 -0.7848
C -0.2568 -1.7453 -0.5267
N -0.5126 0.6818 -0.1400
N -2.9790 0.0599 -0.5146
H 5.5493 0.3486 0.0601
H 4.7348 -1.4985 -1.1923
H 3.9854 1.9968 0.9422
H 2.3189 -2.0525 -1.4550
H 1.4180 1.9142 2.1394
H 1.7140 2.9743 0.9325
H -0.8977 2.5134 0.6018
H 0.1967 2.5216 -0.8331
H -1.0170 -3.0733 1.0039
H 0.0514 -1.7408 1.6124
H 0.7530 -2.9825 0.8205
H -2.7159 -1.1922 1.0062
H -3.9265 0.0548 1.2217
H -4.2676 -1.4509 0.3062
H -4.5585 1.0823 -1.2150
H -3.8116 1.8402 0.0869
H -3.1594 1.9718 -1.4693
H -1.2565 -1.7925 -0.8516
H 0.2353 -2.3771 -1.4378
H -1.5823 0.6046 -0.0052
H -3.1534 -0.5204 -1.4136
```

As for the HOMO energy: -12.7 eV. As for the frontier orbital gap: 8.79 eV. Its net charge is +1.

Version B
Here is an isolated ion of composition C13H21N2 and charge +1 from the OMol25 dataset. Energies are from ωB97M-V/def2-TZVPD.

```
36
C13H21N2, DFT ωB97M-V/def2-TZVPD
C -1.7270 1.9505 -2.1588
C -1.2932 1.3714 -1.2241
C -0.2715 0.5927 -0.4549
C 1.0181 0.2727 -1.2599
N 1.8699 -0.3607 -0.2939
C 3.2162 -0.5967 -0.8377
C 1.3656 -1.6096 0.1202
C 0.1445 -1.4933 1.0251
C -0.9099 -0.6366 0.2646
C -1.7570 -1.5059 -0.6245
C -2.6169 -2.4785 -0.2975
C -1.7575 -0.0244 1.3199
C -1.0362 1.2301 1.7292
N 0.1544 1.3576 0.8110
C 0.6113 2.7816 0.5185
H -2.4764 2.3366 -2.8808
H 0.7437 -0.3303 -2.1012
H 1.5814 1.1340 -1.6893
H 3.6305 0.4632 -1.1967
H 3.9131 -0.8161 -0.0219
H 3.1234 -1.2166 -1.7806
H 2.2046 -2.0390 0.6497
H 1.1205 -2.3343 -0.6425
H -0.3053 -2.4734 1.3860
H 0.3916 -1.1011 1.9742
H -1.5328 -1.3709 -1.6438
H -2.9431 -3.0527 -1.1268
H -2.9614 -2.9745 0.5874
H -1.9956 -0.5888 2.2044
H -2.6846 0.2835 0.8361
H -1.5892 2.1383 1.7174
H -0.5104 1.0706 2.7268
H 1.0313 0.7383 1.0382
H 0.3616 3.4300 1.3564
H 1.7379 2.8289 0.4006
H 0.1480 3.0237 -0.4309
```

As for the HOMO energy: -12.9 eV. As for the frontier orbital gap: 10.58 eV. Its net charge is +1.

Most favorable first, least favorable last: version A, version B